Molecular formula: CH3F2OPS
Method: DFT, ωB97M-V/def2-TZVPD

Element x y z (Å)
C -1.421 -0.003 0.046
O -0.467 -0.915 0.204
P 1.432 0.050 0.007
F 2.106 -0.922 1.048
F 1.965 -0.841 -1.250
S 1.706 1.972 0.049
H -1.336 0.650 0.829
H -2.453 -0.614 0.012
H -1.532 0.625 -0.946

Forces on the atoms, in the same order (eV/Å):
-4.6 0.0 -3.3
6.3 0.2 -1.2
-1.7 -3.3 -0.7
-0.5 1.2 -0.2
-1.0 1.9 1.4
-0.5 -2.3 -0.1
-0.8 2.1 2.0
2.0 1.4 0.5
0.8 -1.2 1.4

Results
- SMILES string = COP(F)(F)=S
- frontier orbital gap (eV) = 9.298
- energy above the lowest of the compared OMol25 structures with the same formula, charge and spin (kcal/mol) = 56.0
- maximum force (eV/A) = 6.429